17
Properties=species:S:1:pos:R:3:forces:R:3:mulliken_charge:R:1 method="wB97M-V/def2-TZVPD" homo_ha=-0.3550 orbital_gap_ev=10.66
O 0.84108 -0.94846 0.62878 0.05 -0.14 0.06 -0.45
H 1.89662 0.62540 1.53355 0.07 -0.10 -0.13 0.24
H 0.31337 -1.11704 -1.41373 0.20 0.13 0.09 0.37
C -1.96071 0.61949 -0.40099 -0.43 0.45 0.13 0.25
C -2.17088 -0.36887 0.71528 -0.08 0.05 0.06 -0.97
C 2.02304 -0.13809 0.75558 0.43 0.12 0.21 -0.28
H -2.04408 -1.40690 0.39173 -0.04 0.23 -0.03 0.27
H 2.90285 -0.74885 0.97270 -0.05 0.07 0.04 0.26
H -2.04361 0.19971 -1.42931 -0.19 0.21 0.13 0.43
H -0.18419 0.39198 -0.58290 0.20 -0.43 -0.12 -0.47
H 1.76556 1.46074 -0.79310 0.18 -0.20 -0.01 0.25
H 2.62551 0.01222 -1.40376 0.09 0.00 0.17 0.26
O -1.73648 1.79863 -0.22842 -0.49 -0.39 -0.07 -0.54
C 1.89442 0.38015 -0.68630 0.27 0.06 -0.11 -0.71
H -3.20380 -0.22035 1.04397 0.02 -0.12 0.10 0.35
C 0.57425 -0.37187 -0.65218 -0.07 0.04 -0.37 0.43
H -1.49296 -0.16789 1.54912 -0.17 0.04 -0.15 0.29


7
Properties=species:S:1:pos:R:3:forces:R:3:mulliken_charge:R:1 method="wB97M-V/def2-TZVPD" homo_ha=-0.4916 orbital_gap_ev=6.81 charge=+1
H -2.02689 1.11860 -0.40779 -0.02 -1.04 -0.59 0.15
I 4.14984 -0.41553 0.42917 -0.21 -0.03 -0.02 0.17
P -0.27238 -0.00209 0.73369 1.71 0.93 0.40 0.12
P -1.77106 -0.30109 -0.74830 -2.05 0.88 0.79 -0.06
I 1.96642 -1.77599 -0.20307 -0.44 0.32 0.12 0.27
I 0.82048 2.13813 -0.04740 -0.70 -1.40 0.38 0.17
H -2.86642 -0.76203 0.24370 1.72 0.35 -1.08 0.18


23
Properties=species:S:1:pos:R:3:forces:R:3:mulliken_charge:R:1 method="wB97M-V/def2-TZVPD" homo_ha=-0.3283 orbital_gap_ev=9.97 smiles=Cc1ccccc1.CC
H -0.35314 2.82508 -0.07349 0.00 -0.57 0.29 0.26
C 0.64241 -1.94326 -0.69774 1.20 0.68 0.30 -0.59
C 0.69344 -1.23263 1.99422 0.86 0.44 -0.57 -0.44
C -2.07446 1.41953 -0.45784 0.30 -0.39 1.64 -0.69
H 1.48681 0.73119 1.37047 0.50 -0.04 -0.04 0.43
H -1.56314 0.69292 -1.09515 -0.36 0.23 -0.23 0.22
C 1.78633 0.21064 -1.22352 -0.37 1.41 -1.20 -1.38
H -1.96630 3.45106 0.27138 0.29 -0.36 -0.26 0.33
H -1.38485 3.22929 -1.37570 -0.14 0.04 0.09 0.26
C -1.39676 2.76093 -0.38255 0.00 1.51 -0.59 -0.90
C 0.16984 -2.44722 1.55602 0.13 0.80 0.75 -0.44
H -3.12443 1.61052 -0.69280 0.15 -0.52 -0.34 0.33
C 1.26846 -0.77353 -0.21984 -0.06 1.64 -1.14 1.11
H -0.46470 -3.70777 0.03385 0.29 0.13 -0.69 0.37
H 0.71525 -1.09211 3.05799 -0.09 0.39 0.36 0.37
H -2.04624 0.98109 0.56429 -0.20 0.02 -0.57 0.20
C 1.27040 -0.28740 1.09421 -2.01 -3.22 0.18 -0.56
H 1.58414 0.04840 -2.29335 -0.01 -0.75 0.36 0.33
C 0.07522 -2.78056 0.20892 -0.64 -0.97 1.58 -0.45
H 2.85068 0.41174 -1.16377 0.22 -0.04 0.26 0.39
H 0.74531 -2.19441 -1.74383 -0.27 0.14 -0.09 0.37
H -0.17486 -3.09376 2.35598 -0.22 -0.21 -0.36 0.35
H 1.26060 1.18026 -1.08774 0.43 -0.34 0.27 0.13


83
Properties=species:S:1:pos:R:3:forces:R:3:mulliken_charge:R:1 method="wB97M-V/def2-TZVPD" homo_ha=-0.3402 orbital_gap_ev=8.92 smiles=N#CC[C@H](C#N)c1ccncc1.COCCOC.COCCOC.COCCOC.COCCOC
H -2.91650 8.23048 6.58882 -0.15 0.05 -0.08 0.25
H 0.56723 -11.71030 0.11610 0.09 -0.01 0.00 0.33
H 3.55560 -3.34958 -3.76826 0.01 -0.13 0.04 0.36
C -2.16778 8.03342 -3.93485 0.02 -0.68 -0.06 -0.14
H -5.92335 8.88948 3.96943 0.00 0.01 -0.03 0.39
H -4.74744 6.98265 2.88989 0.03 0.07 0.11 0.34
H -1.30918 6.95325 3.53336 -0.11 0.00 -0.13 0.27
H 2.46466 -12.46889 -1.12748 -0.03 0.14 0.01 0.35
C -2.10225 7.61776 -1.10188 -0.03 -0.78 -3.11 -0.29
H 3.55448 -9.61079 -0.70059 -0.06 -0.11 0.06 0.31
C 1.20927 -12.09208 0.91466 0.05 0.03 0.19 -0.73
O -0.39481 1.18626 0.55705 0.26 0.03 0.21 -0.35
C -1.79973 4.86720 -1.22251 -0.12 1.18 -0.31 0.63
C 1.23369 -8.97217 -0.39477 -0.14 0.04 -0.21 -0.55
H -2.07177 7.58555 0.04527 -0.08 0.27 -1.92 0.25
O 2.55256 -11.64578 0.78652 -0.24 0.02 -0.39 -0.38
C 2.82493 -3.97037 -3.23655 -0.30 -0.30 0.29 -0.47
O 4.20528 -5.96830 -3.48727 -0.29 0.07 0.32 -0.40
H 5.07706 -4.01904 -2.05030 -0.10 0.01 -0.02 0.46
H -4.45872 9.88063 3.91762 0.06 -0.12 -0.05 0.33
H 2.14239 -6.03561 -3.19716 0.06 0.10 0.04 0.24
H 3.77547 -6.28634 -1.46125 -0.04 0.04 -0.03 0.26
H 0.11171 0.59616 2.50396 0.00 0.04 -0.09 0.38
H 1.49157 -0.10129 -0.89211 -0.07 0.06 0.09 0.32
C -1.95383 6.30248 -1.91824 -0.26 4.55 -1.68 0.11
C 2.90338 -5.42439 -3.69653 0.38 0.27 -0.18 -0.52
C -2.00914 6.59275 -3.44365 -0.10 1.54 2.72 -0.47
O 1.61257 -9.90768 -1.39684 0.24 0.02 0.35 -0.38
O 1.97904 -0.45296 1.10325 -0.33 0.11 -0.27 -0.38
H 1.56947 -9.27258 0.59959 0.05 -0.03 -0.03 0.34
H 4.06767 -12.03723 -0.51570 0.01 0.00 -0.03 0.39
C -2.37116 6.78201 3.34389 0.16 0.05 -0.10 -0.71
C 2.95911 -10.35310 -1.24531 -0.33 -0.34 -0.20 -0.32
H 1.82794 -3.58371 -3.46726 0.00 -0.01 -0.03 0.39
C 1.85285 0.43408 -0.00604 0.15 0.20 0.41 -0.56
H -1.92817 5.72880 -4.19362 -0.13 1.62 1.17 0.28
H 0.91906 2.29823 -0.53089 0.06 0.00 -0.02 0.26
C -2.29168 8.94679 -1.83593 0.05 -0.44 0.62 -0.24
H -2.85390 6.51866 4.28700 -0.07 0.06 -0.02 0.43
C 4.28049 -6.75734 -2.30702 0.17 -0.09 -0.20 -0.63
H -2.15992 8.16289 -5.08915 -0.04 -0.31 2.19 0.29
H -2.52974 9.06163 5.07112 -0.09 -0.02 -0.01 0.28
C -3.29288 4.35421 -0.85358 -0.44 -1.04 -0.15 -0.36
H -1.35104 4.13937 -1.98354 -0.29 1.03 1.41 0.53
H 2.70896 -5.46132 -4.77296 -0.02 0.01 0.02 0.39
O 2.99852 -3.85898 -1.82412 0.30 -0.07 -0.29 -0.33
N -4.39459 2.71532 -2.85514 2.96 3.50 5.03 -0.44
H 1.32829 2.17938 1.18554 -0.01 -0.11 -0.05 0.36
C -3.31317 8.89315 5.81510 -0.04 -0.12 0.15 -0.69
O -4.46673 8.28045 5.25441 0.25 0.21 -0.33 -0.37
H -4.01163 5.24542 -0.75513 1.12 -1.43 -0.24 0.37
H 0.14316 -8.90699 -0.38822 0.11 -0.02 -0.09 0.27
H 1.18283 -13.18512 0.91231 -0.11 -0.05 -0.03 0.32
H 2.85493 0.81360 -0.22954 -0.02 0.01 -0.02 0.37
C -0.91462 4.99741 0.09752 1.05 -0.94 4.49 -0.15
H -0.89211 2.06551 2.35759 0.04 0.03 0.12 0.30
H 0.81985 -11.73295 1.87100 0.15 -0.05 -0.08 0.24
H -1.59637 0.46279 2.04703 0.08 0.09 -0.11 0.24
O -2.91394 7.96725 2.77208 -0.26 -0.19 0.17 -0.36
N -2.32665 9.26834 -3.22995 0.77 -6.13 2.67 -0.50
H 5.33527 -6.88670 -2.05314 -0.08 0.02 -0.11 0.30
H -2.47157 5.95400 2.63527 0.03 -0.07 0.12 0.16
H 3.38112 -10.44822 -2.25083 0.02 -0.01 0.02 0.40
N -0.41887 4.96020 1.21719 -2.90 0.36 -7.07 -0.54
C 4.32260 -3.47984 -1.47092 -0.08 0.01 0.19 -0.91
C -3.88305 3.35973 -1.96287 -1.70 -1.27 -2.90 0.02
H 3.84156 -7.74273 -2.49530 -0.04 -0.01 0.11 0.28
H -2.43320 9.87231 -1.14835 0.33 -1.79 -1.26 0.30
H 1.64259 -7.98599 -0.63863 0.00 0.04 0.12 0.11
C -4.33893 7.99853 2.83212 0.24 0.46 0.01 -0.42
H -3.25421 3.79646 0.14629 -0.17 0.67 -1.55 0.38
H 1.57172 -2.31034 0.29536 -0.11 -0.04 -0.04 0.05
H 4.44853 -2.40399 -1.62004 0.12 0.05 -0.01 0.32
C 1.12960 -1.58864 0.99017 0.21 -0.15 0.09 -0.42
H -3.58939 9.84558 6.27549 0.09 0.08 0.01 0.33
H 0.12573 -1.32295 0.65318 0.03 0.06 -0.02 0.29
C -4.83047 8.85246 3.99889 -0.12 -0.49 0.12 -0.60
C 3.02295 -11.71583 -0.55902 0.20 0.35 0.32 -0.69
C -0.69549 1.07346 1.94179 -0.20 -0.01 -0.03 -0.79
H 4.47333 -3.70812 -0.41240 -0.12 0.06 -0.11 0.26
C 0.94626 1.61759 0.32533 -0.20 -0.34 -0.27 -0.35
H 1.05294 -2.05361 1.97590 0.09 0.09 -0.07 0.27
H -4.69024 8.44819 1.89780 -0.03 0.00 0.01 0.38


39
Properties=species:S:1:pos:R:3:forces:R:3:lowdin_spin:R:1 method="wB97M-V/def2-TZVPD" homo_ha="0.0540 / 0.0042" orbital_gap_ev="4.11 / 5.39" charge=-2 multiplicity=4 s_squared=3.772
H 2.49604 -1.64691 -1.59972 -0.14 -0.17 0.11 0.00
H 2.69214 2.07030 -0.69491 -0.85 -0.33 0.80 0.01
H 2.11319 3.00299 0.44864 -0.11 -0.68 -0.10 0.01
H -1.53253 2.11262 -3.69370 -0.04 0.24 -0.05 0.00
C -0.83131 0.70064 -2.29552 0.00 -1.80 0.16 0.06
Cl -0.44559 2.67866 0.50338 -1.12 1.96 -0.11 0.12
C -1.46207 -2.96291 -2.05834 -0.12 -0.43 0.11 0.01
Cl -1.23204 -0.50270 0.90156 -0.77 -0.72 -0.04 0.04
H -3.41125 -0.56959 -3.50322 -0.21 -0.01 -0.04 0.01
C 0.65192 0.65547 2.66893 0.89 0.67 -2.03 -0.02
F 1.99562 2.65398 2.90031 0.23 -0.79 0.52 0.00
H 1.39553 -2.86206 -0.91339 0.18 0.19 -0.21 0.00
F 0.65845 -0.64906 3.12706 0.16 0.59 0.66 0.00
H 2.90754 -0.35374 1.14324 -0.66 0.03 -0.30 0.01
C -0.91703 -1.59542 -2.05297 1.15 1.24 -0.09 0.09
H -1.72094 -3.27525 -3.08089 -0.08 -0.17 0.04 0.01
O 2.38158 2.08158 0.25015 1.60 1.55 0.15 0.04
H -3.65532 -1.11073 -1.83515 -0.12 0.07 0.01 0.00
C -3.15324 -0.36159 -2.45490 -0.40 0.07 -0.07 0.02
F -0.45271 1.29487 3.18816 0.51 -0.27 0.67 0.00
C -1.69392 -0.40951 -2.25424 1.57 0.86 -0.26 0.10
H 1.65824 -2.77761 -2.68637 0.11 -0.12 0.17 0.00
H 2.65496 0.46034 -2.12906 -0.28 0.34 0.09 0.03
Tc 0.71110 0.72669 0.53508 0.09 -0.83 0.20 1.75
C 0.43312 -1.23529 -1.91700 -1.63 0.62 -0.53 0.07
H 1.60814 1.96561 -2.52012 0.29 0.08 0.08 0.03
C 1.90038 1.35322 3.28370 -1.27 -0.76 -0.43 0.00
C 0.52624 0.21176 -2.09431 -0.88 -0.73 0.59 0.11
C -1.20449 2.08475 -2.64306 -0.23 0.23 -0.26 0.01
H -3.55349 0.63009 -2.20635 -0.01 -0.19 0.01 0.00
O 2.13813 -0.54830 0.58421 1.21 -1.27 0.22 0.17
H -0.33976 2.74682 -2.54142 -0.30 0.11 0.11 0.00
F 3.05939 0.70965 2.94135 -0.58 0.79 0.61 0.00
C 1.55428 -2.17751 -1.76412 0.48 -0.47 -0.11 0.01
H -2.36669 -3.04098 -1.44381 0.01 -0.07 -0.01 0.00
H -2.03595 2.45311 -2.02462 0.29 0.12 -0.06 0.00
C 1.69467 0.99062 -2.03881 0.28 -0.24 -1.20 0.32
F 1.79073 1.32826 4.62727 0.81 0.37 0.57 0.00
H -0.72527 -3.66808 -1.66614 -0.07 -0.09 -0.01 0.00


17
Properties=species:S:1:pos:R:3:forces:R:3:lowdin_spin:R:1 method="wB97M-V/def2-TZVPD" homo_ha="-0.5269 / -0.5269" orbital_gap_ev="7.40 / 6.57" charge=+1 multiplicity=3 s_squared=2.007
C -12.96719 -13.56850 -15.13821 0.91 1.88 -0.86 0.01
H -13.83853 -14.21995 -15.20510 0.41 -0.38 0.94 0.00
F -8.52461 -13.75182 -13.45688 -1.13 0.53 -0.41 0.00
Ni -15.85095 -11.52060 -16.48490 -15.59 -0.60 -5.72 1.42
H -13.56153 -11.57907 -16.13827 -0.09 0.29 0.03 0.02
O -14.52004 -11.46086 -15.99062 14.93 1.42 5.61 0.54
C -12.54706 -13.32326 -16.60738 -0.29 -0.68 0.43 0.01
H -13.23110 -12.59130 -14.73382 -0.41 -0.30 0.43 0.00
H -11.76218 -12.57903 -16.74224 0.26 -0.34 0.06 0.00
C -10.85021 -13.18393 -13.99212 0.27 2.98 -2.86 0.00
F -9.91327 -13.48915 -11.85919 -0.42 0.40 0.83 0.00
F -10.06280 -15.23307 -13.15745 0.09 0.79 0.26 0.00
H -13.44418 -12.95514 -17.10514 0.02 -0.26 -0.41 0.01
O -10.58211 -12.04174 -14.45319 -2.02 -4.46 1.67 0.00
H -12.36456 -14.28307 -17.09067 0.53 0.22 -0.10 0.00
C -9.81540 -13.89196 -13.09688 0.73 -2.26 -0.33 0.00
O -11.93460 -14.02606 -14.27497 1.77 0.75 0.45 0.00


15
Properties=species:S:1:pos:R:3:forces:R:3:mulliken_charge:R:1 method="wB97M-V/def2-TZVPD" homo_ha=-0.3467 orbital_gap_ev=10.49 smiles=C[C@@H]1[C@H](C)[C@@H]1F
C 0.73654 -0.08949 0.68219 0.83 -3.94 2.46 0.05
H 1.31851 0.00180 -1.29171 0.85 -1.71 0.96 0.25
H 0.90914 -1.71368 -0.85009 1.37 1.13 1.10 0.24
H -2.60636 0.06488 -0.31109 0.68 0.16 -0.80 0.36
H 2.55872 -0.81218 -0.14754 -1.61 -0.65 -0.91 0.33
H 0.22192 2.07112 1.17316 0.49 0.23 0.81 0.42
C -0.75307 0.13844 0.58258 1.25 1.16 3.09 -0.07
F 0.41575 1.67621 -0.75741 0.29 1.19 -0.89 -0.31
H -1.25610 0.12742 1.54680 0.12 -0.16 0.00 0.41
H -1.10927 0.10624 -1.44638 -0.78 -0.43 -0.03 0.28
C 1.45095 -0.77817 -0.44427 0.22 1.23 -1.78 -1.09
C 0.28064 1.22812 0.52698 -2.17 2.06 -1.31 -0.15
H 1.03669 -0.41646 1.70936 -0.06 0.43 -0.96 0.32
C -1.56339 -0.27308 -0.51961 -1.53 0.48 -1.04 -1.34
H -1.64067 -1.33115 -0.45297 0.04 -1.18 -0.70 0.31


14
Properties=species:S:1:pos:R:3:forces:R:3:mulliken_charge:R:1 method="wB97M-V/def2-TZVPD" homo_ha=-0.2724 orbital_gap_ev=4.91
C -0.82580 0.33196 0.04827 0.17 -0.64 -1.69 -0.05
C 1.24682 -0.31207 1.29568 1.09 -0.20 0.39 -0.79
C -1.91412 -0.23552 -0.63674 -0.85 -0.29 0.21 -0.07
H 0.91112 -1.29632 1.60330 0.00 -0.30 -0.09 0.30
H 3.91910 0.20327 -0.71340 -0.09 0.25 0.03 0.18
O 3.13543 -0.27928 -0.44014 -0.23 -0.04 -0.57 -0.92
H 2.27968 -0.20238 0.71227 0.02 -0.92 0.63 0.31
H -3.28900 1.30813 -0.16773 0.03 -0.41 0.27 0.27
H -3.99337 -0.17491 -1.00608 -0.22 -0.16 -0.25 0.28
C 0.43353 0.18795 0.17000 0.09 0.82 0.79 0.01
H 1.10310 0.47948 -0.68056 0.28 0.31 -0.05 0.39
H -1.78944 -1.16172 -1.20357 0.21 0.11 0.43 0.32
C -3.13674 0.30836 -0.57727 0.07 0.88 0.00 -0.52
H 1.34132 0.27447 2.20389 -0.57 0.59 -0.10 0.29